{"formula": "C37H60BN6V", "method": "ωB97M-V/def2-TZVPD", "species": ["V", "C", "C", "C", "C", "C", "C", "C", "C", "C", "N", "N", "B", "N", "N", "C", "C", "C", "C", "C", "C", "C", "C", "C", "N", "N", "C", "C", "C", "C", "C", "C", "C", "C", "C", "H", "H", "H", "H", "H", "H", "H", "H", "H", "H", "H", "H", "H", "H", "H", "H", "H", "H", "H", "H", "H", "H", "H", "H", "H", "H", "H", "H", "H", "H", "H", "H", "H", "H", "H", "H", "H", "H", "H", "H", "H", "H", "H", "H", "H", "H", "C", "C", "C", "C", "C", "C", "C", "C", "C", "C", "H", "H", "H", "H", "H", "H", "H", "H", "H", "H", "H", "H", "H", "H"], "xyz": [[0.614695, -0.143555, -0.575295], [0.112964, 0.230391, -3.764627], [-1.114949, 1.088760, -3.565994], [-2.003334, 1.052117, -4.806783], [-1.881953, 0.743356, -2.324971], [-3.237072, 0.976317, -2.086283], [-3.411720, 0.825305, -0.723608], [-4.678229, 0.935797, 0.077006], [-5.512188, -0.340366, -0.099095], [-5.478253, 2.175044, -0.324519], [-2.221989, 0.484515, -0.192302], [-1.270473, 0.382453, -1.188600], [-1.654674, 0.786436, 1.235538], [-0.981113, -0.511862, 1.820333], [0.274870, -0.784915, 1.313602], [0.922703, -1.497960, 2.235845], [0.058705, -1.783691, 3.298727], [-1.136481, -1.157918, 2.999041], [-2.446714, -1.318834, 3.741739], [-3.567302, -1.765474, 2.795837], [-2.897515, -0.131500, 4.593806], [2.402696, -1.716490, 2.154377], [3.109198, -0.621952, 2.968412], [2.818267, -3.108371, 2.615236], [-0.539936, 1.939053, 1.057195], [0.574681, 1.658489, 0.288487], [1.363566, 2.718037, 0.293615], [0.762811, 3.746230, 1.027669], [-0.432277, 3.223555, 1.491054], [-1.454977, 3.956981, 2.316128], [-1.502503, 3.454263, 3.758445], [-2.842445, 4.001291, 1.662102], [2.670964, 2.658458, -0.430679], [3.018261, 1.213858, -0.809515], [2.680831, 3.573086, -1.658303], [0.763411, 0.636718, -4.539106], [-0.184835, -0.772148, -4.049372], [0.754966, 0.129400, -2.874427], [-0.784280, 2.116984, -3.421383], [-2.432502, 0.052051, -4.945892], [-1.423623, 1.300453, -5.699560], [-2.824506, 1.770629, -4.739331], [-3.990749, 1.264238, -2.807549], [-4.408772, 1.021619, 1.131015], [-5.847690, -0.435188, -1.139425], [-6.399107, -0.310076, 0.543245], [-4.937013, -1.236158, 0.153241], [-5.826342, 2.093918, -1.362054], [-4.886030, 3.089728, -0.238213], [-6.360841, 2.277339, 0.313013], [-2.529520, 1.160300, 1.964476], [0.262097, -2.389968, 4.177069], [-2.246383, -2.138290, 4.430275], [-3.805053, -0.972060, 2.076889], [-4.478116, -1.988773, 3.360832], [-3.287628, -2.659563, 2.231788], [-3.315631, 0.665108, 3.975964], [-2.078466, 0.280081, 5.189610], [-3.683342, -0.457346, 5.282558], [2.699945, -1.584350, 1.119674], [2.825598, -0.685593, 4.024552], [2.838820, 0.377327, 2.611059], [4.197084, -0.734693, 2.899117], [2.636028, -3.220169, 3.691104], [3.886897, -3.270712, 2.446310], [2.260723, -3.898935, 2.101420], [1.144977, 4.744092, 1.213981], [-1.080001, 4.976786, 2.343611], [-1.802784, 2.409037, 3.794279], [-2.223910, 4.035385, 4.342680], [-0.523969, 3.542505, 4.241811], [-3.329146, 3.021154, 1.689515], [-2.783118, 4.324246, 0.617017], [-3.486972, 4.705966, 2.195686], [3.431121, 3.013275, 0.263151], [2.397208, 0.855560, -1.645388], [2.926912, 0.526678, 0.046039], [4.050887, 1.128537, -1.157777], [1.916303, 3.250649, -2.374209], [3.654463, 3.545920, -2.159963], [2.467371, 4.608543, -1.384645], [5.641066, -3.634563, -1.073681], [4.999543, -2.327260, -1.553222], [5.806211, -1.719461, -2.700477], [3.535124, -2.549396, -1.893941], [2.617201, -2.846020, -0.883174], [1.257547, -3.017797, -1.150473], [0.776813, -2.968294, -2.467357], [-0.683652, -3.209710, -2.786005], [1.713425, -2.775952, -3.473631], [3.053961, -2.532583, -3.197419], [6.672848, -3.463133, -0.754797], [5.653697, -4.369587, -1.885610], [5.098532, -4.075582, -0.233654], [5.020350, -1.617807, -0.717809], [5.872360, -2.409598, -3.553231], [6.829335, -1.513854, -2.371878], [5.371728, -0.778329, -3.064193], [2.985324, -3.009637, 0.126692], [0.585265, -3.305284, -0.350727], [-1.312922, -2.375294, -2.464973], [-1.055258, -4.105541, -2.283658], [-0.836201, -3.342372, -3.859753], [1.389721, -2.809889, -4.508110], [3.734333, -2.354193, -4.025248]], "forces_ev_per_a": [[0.772, -0.563, -0.780], [0.229, -0.152, -0.028], [-0.127, -0.103, -0.053], [-0.061, -0.076, -0.154], [0.087, 0.017, 0.121], [-0.132, 0.148, -0.207], [0.068, -0.027, 0.135], [0.025, 0.002, -0.045], [-0.109, -0.067, -0.099], [-0.120, 0.051, -0.127], [0.543, -0.008, 0.165], [-1.327, 0.179, -0.048], [-0.083, -0.045, 0.034], [0.343, 0.347, -0.477], [-0.477, -0.281, 1.265], [-0.039, 0.084, 0.042], [0.094, -0.246, 0.177], [-0.250, 0.161, -0.088], [0.057, 0.048, -0.098], [-0.024, 0.085, -0.102], [0.027, 0.114, 0.048], [-0.050, 0.111, 0.254], [0.058, -0.007, 0.124], [-0.018, -0.133, 0.185], [0.154, -0.271, -0.271], [-0.696, 0.670, 0.862], [-0.105, 0.141, -0.035], [0.136, 0.085, 0.018], [-0.289, -0.329, -0.033], [-0.030, -0.061, -0.061], [0.007, 0.006, 0.135], [-0.051, -0.090, -0.018], [0.045, -0.083, -0.077], [0.234, -0.021, 0.001], [0.032, -0.033, -0.132], [-0.029, -0.014, -0.047], [0.068, -0.227, -0.054], [-0.064, 0.071, -0.035], [0.025, 0.233, 0.046], [0.066, 0.158, 0.014], [-0.042, -0.023, 0.080], [0.111, -0.098, 0.017], [0.168, -0.074, 0.150], [0.021, 0.005, -0.010], [0.053, 0.011, 0.177], [0.130, 0.015, -0.098], [-0.067, 0.112, -0.042], [0.054, 0.015, 0.180], [-0.044, -0.110, 0.004], [0.082, -0.022, -0.072], [0.318, -0.142, -0.148], [-0.044, 0.184, -0.277], [0.012, -0.117, 0.080], [0.064, -0.145, 0.161], [0.137, 0.038, -0.045], [-0.005, 0.075, 0.048], [0.048, 0.007, 0.023], [-0.060, -0.038, -0.063], [0.097, 0.033, -0.097], [-0.006, 0.179, -0.071], [0.053, 0.010, -0.135], [0.005, -0.100, 0.024], [-0.149, 0.014, 0.008], [0.033, -0.015, -0.180], [-0.082, 0.019, 0.026], [0.069, 0.108, 0.044], [-0.103, -0.254, -0.047], [0.027, 0.215, 0.008], [-0.029, -0.056, 0.032], [0.096, -0.068, -0.097], [-0.123, -0.010, -0.087], [0.080, 0.193, -0.007], [0.033, -0.043, 0.131], [0.094, -0.066, -0.030], [0.163, 0.023, 0.083], [0.122, 0.097, -0.108], [0.028, 0.080, 0.005], [-0.106, 0.026, -0.024], [0.064, 0.042, 0.046], [-0.145, 0.001, 0.085], [0.016, -0.106, 0.000], [0.075, -0.068, -0.041], [-0.065, -0.028, -0.040], [0.040, 0.006, -0.129], [-0.045, -0.030, -0.025], [0.027, -0.067, -0.029], [0.069, 0.092, -0.133], [-0.151, -0.174, 0.101], [0.130, -0.019, 0.010], [-0.016, 0.203, -0.179], [0.034, 0.006, -0.119], [-0.088, -0.011, -0.038], [-0.002, 0.076, 0.086], [0.017, 0.050, -0.062], [0.020, 0.009, 0.040], [0.005, 0.133, 0.205], [-0.139, -0.025, -0.030], [0.060, -0.188, 0.099], [-0.081, -0.028, -0.399], [-0.054, 0.065, 0.104], [0.025, 0.022, 0.037], [0.052, 0.046, -0.008], [0.059, 0.013, 0.097], [-0.009, 0.054, 0.012], [-0.121, -0.027, 0.112]], "mulliken_spin": [2.669, -0.148, -0.008, -0.001, 0.075, 0.016, 0.033, -0.004, 0.001, 0.002, 0.029, -0.083, -0.034, 0.012, -0.038, 0.013, 0.021, 0.009, 0.001, 0.003, 0.002, 0.008, 0.003, 0.001, 0.043, -0.023, 0.074, 0.016, 0.021, 0.001, 0.002, 0.001, -0.084, 0.194, 0.002, -0.002, 0.004, 0.163, -0.002, -0.001, 0.000, 0.000, 0.001, 0.000, 0.000, 0.000, 0.000, 0.000, -0.001, 0.000, -0.002, -0.001, 0.000, -0.001, 0.000, 0.000, 0.000, 0.000, 0.000, 0.019, 0.000, 0.001, 0.001, 0.000, 0.000, 0.000, 0.000, 0.000, 0.000, 0.000, 0.000, 0.000, 0.000, 0.000, -0.003, -0.006, -0.070, 0.012, -0.003, 0.000, 0.001, 0.001, -0.003, 0.000, 0.020, -0.018, 0.120, -0.061, -0.009, 0.000, -0.013, 0.000, 0.000, 0.000, 0.001, 0.000, 0.000, 0.000, -0.001, 0.011, 0.007, 0.002, 0.000, 0.000, 0.000], "total_energy_ha": -2743.22679, "multiplicity": 4, "de_lowest_kj_mol": 89.9, "total_charge": 1, "homo_lumo_gap_ev": [8.8, 9.7]}